Entry from the Open Molecules 2025 dataset: C34H35FKN12O2SSi as an isolated structure (ωB97M-V/def2-TZVPD).

## Properties
gap between HOMO and LUMO: 5.0 eV
net charge: -1
LUMO: 1.28 eV
total energy: -95559.90570 eV
relative energy (zero: lowest compared OMol25 entry of this formula, charge and spin): 27.6 kJ/mol

Structure (XYZ):
```
87
Properties=species:S:1:pos:R:3:lowdin_charge:R:1
K -0.01600 0.58920 -0.36582 0.643
C -3.51794 0.40203 3.14710 -0.176
Si -1.70867 -0.00889 2.77321 0.331
C -1.76435 -1.43884 1.53436 -0.182
C -0.98168 -0.71193 4.37230 -0.166
N -0.84057 1.25907 2.09104 -0.114
C -0.66075 2.50858 2.52622 -0.368
C -0.97443 3.01970 3.81813 -0.053
C -0.69682 4.31937 4.20702 -0.137
C -0.08683 5.22284 3.34359 -0.146
C 0.22876 4.78143 2.05943 -0.055
C -0.06003 3.49122 1.69894 -0.235
F 0.27880 3.10794 0.41693 -0.049
H -4.06718 -0.48470 3.47933 0.017
H -4.01046 0.79656 2.25486 0.019
H -3.59744 1.15923 3.93102 0.014
H -2.24138 -2.31248 1.98832 0.027
H -0.77671 -1.75953 1.18514 0.007
H -2.35022 -1.16888 0.64976 0.005
H -1.50096 -1.62446 4.68197 0.018
H -1.06421 0.01380 5.18626 0.017
H 0.08045 -0.94077 4.25465 0.006
H -1.42940 2.34034 4.53034 0.085
H -0.95754 4.63011 5.21322 0.088
H 0.13395 6.23682 3.64893 0.079
H 0.70241 5.42678 1.32889 0.107
S -2.41286 -7.13466 -4.22970 0.970
N -3.36513 -5.91078 -3.76547 -0.227
C -2.56666 -4.91663 -3.42049 -0.305
C -2.98896 -3.60356 -2.97417 -0.094
C -4.33020 -3.23659 -2.86920 -0.006
C -4.63705 -1.96640 -2.44271 -0.039
C -3.58845 -1.09470 -2.13927 -0.113
N -2.31377 -1.42666 -2.23559 0.140
C -2.00400 -2.66319 -2.63906 -0.137
C -0.56749 -3.00922 -2.71793 -0.140
N 0.30942 -2.06521 -2.35810 0.141
C 1.60006 -2.34416 -2.43297 -0.091
C 2.09500 -3.58116 -2.85955 -0.027
C 1.20285 -4.56105 -3.21758 -0.005
C -0.16291 -4.27817 -3.15049 -0.097
C -1.18169 -5.24494 -3.50985 -0.303
N -0.96448 -6.48188 -3.92041 -0.226
H -5.09767 -3.95685 -3.12195 0.114
H -5.66198 -1.63814 -2.33806 0.104
H -3.78513 -0.08800 -1.78953 0.092
H 2.27296 -1.54361 -2.15202 0.080
H 3.16355 -3.74190 -2.89966 0.107
H 1.52480 -5.53930 -3.55087 0.114
C 2.51642 -1.25777 1.73976 -0.198
N 2.37664 -0.61623 0.44642 -0.033
C 3.46615 -0.29683 -0.14109 -0.151
C 3.57535 0.40636 -1.38773 -0.376
C 4.79301 0.77091 -1.98208 -0.097
C 4.46417 1.46909 -3.14330 -0.137
C 3.06405 1.48856 -3.17678 -0.235
N 2.50800 0.84816 -2.13238 0.007
C 2.57889 -0.29443 2.91041 -0.214
C 2.30173 1.05883 2.77744 -0.028
C 2.31064 1.89465 3.88833 -0.066
C 2.61044 1.38736 5.14245 -0.096
C 2.90610 0.03634 5.28294 -0.107
C 2.88877 -0.79368 4.17419 -0.078
H 3.41453 -1.89366 1.77316 0.111
H 1.65708 -1.91876 1.89497 0.108
H 4.43146 -0.56543 0.31585 0.127
H 5.77769 0.55434 -1.59235 0.085
H 5.13441 1.90778 -3.86737 0.068
H 2.44976 1.92949 -3.95121 0.063
H 2.05777 1.46413 1.80555 0.098
H 2.05655 2.94113 3.76797 0.099
H 2.60726 2.03906 6.00745 0.095
H 3.14232 -0.37093 6.25890 0.092
H 3.10673 -1.85126 4.28832 0.108
N 0.05747 0.63032 -4.04651 0.058
N -0.18323 2.01193 -4.08319 -0.017
C -0.91604 2.67237 -3.17280 -0.400
N -0.97156 4.01514 -3.26972 0.187
N -1.51897 1.87718 -2.30053 0.094
N -2.36686 2.39270 -1.37042 -0.434
O -2.77925 1.57126 -0.57042 0.007
O -2.70942 3.57648 -1.36151 0.026
H 0.75167 0.43942 -3.31575 0.019
H -0.80190 0.17020 -3.75900 0.052
H 0.25624 2.51135 -4.83519 0.134
H -0.18783 4.48023 -3.69432 0.111
H -1.48724 4.48648 -2.54099 0.085
```


Entry from the Open Molecules 2025 dataset: C34H35N2OSn as an isolated structure in a non-equilibrium geometry (ωB97M-V/def2-TZVPD).

## Properties
gap between HOMO and LUMO: 5.2 eV
net charge: -1
LUMO: 2.64 eV
total energy: -46682.23160 eV

Structure (XYZ):
```
73
Properties=species:S:1:pos:R:3:lowdin_charge:R:1
C 0.40923 -1.26058 2.35191 -0.198
C -0.80089 -0.53056 2.39065 -0.216
C -1.56586 -0.87876 1.25469 -0.268
H -1.08056 0.18003 3.14768 0.106
C -0.83955 -1.84902 0.53360 -0.256
C 0.37037 -2.08492 1.20920 -0.221
H -1.13039 -2.28385 -0.40525 0.085
C 1.87612 1.97182 0.85694 -0.206
C 0.95883 1.99601 1.92057 -0.187
C -0.31854 2.27133 1.38657 -0.180
H 1.18296 1.80597 2.95667 0.099
C -0.21403 2.41170 -0.01381 -0.373
C 1.15794 2.22723 -0.32958 -0.200
H -2.53758 -0.49489 0.99487 0.092
H 1.16426 -2.72363 0.86345 0.098
H 1.20774 -1.20717 3.07253 0.091
H 1.58525 2.23520 -1.31538 0.110
H -1.23005 2.33391 1.95317 0.107
H 2.92987 1.75912 0.92494 0.099
Sn 0.38488 0.18805 0.50392 1.290
C -1.31414 2.76654 -0.99188 -0.481
C -0.77692 3.84812 -1.93572 -0.035
C -2.54193 3.28928 -0.25291 -0.033
H -0.45210 4.71669 -1.36440 0.090
H -1.54576 4.15438 -2.63735 0.067
H 0.08037 3.48405 -2.50003 0.081
H -2.30417 4.19173 0.30777 0.090
H -2.92459 2.54643 0.44654 0.079
H -3.32690 3.53046 -0.96102 0.078
C -1.66378 1.48449 -1.75873 -0.083
C -2.65574 1.57731 -2.89806 -0.462
H -2.04672 0.74942 -1.04518 0.090
H -0.75147 1.03617 -2.15036 0.122
O -2.97172 2.61172 -3.47634 0.035
N -3.19680 0.38215 -3.27697 0.059
C -3.07806 -0.88841 -2.59936 -0.144
H -3.90316 0.47173 -3.99026 0.143
C -4.02661 -1.10917 -1.44259 -0.216
C -4.03208 -2.35085 -0.80938 -0.061
H -3.35179 -3.12393 -1.14494 0.114
C -4.88669 -2.60067 0.25120 -0.082
H -4.87798 -3.57000 0.73157 0.102
C -5.74501 -1.60623 0.70504 -0.098
H -6.40876 -1.79830 1.53714 0.096
C -5.73787 -0.36574 0.08773 -0.086
H -6.40055 0.41617 0.43439 0.099
C -4.88542 -0.12009 -0.98203 -0.042
H -4.89492 0.84795 -1.46380 0.110
H -2.05705 -1.02018 -2.24438 0.115
H -3.23384 -1.67170 -3.34154 0.129
C 3.72654 -3.47302 -2.27512 -0.140
C 2.79598 -2.48363 -2.60983 -0.106
C 2.37685 -1.54542 -1.65673 -0.056
C 2.90295 -1.57820 -0.35599 -0.305
C 3.82498 -2.61035 -0.03176 -0.069
C 4.23313 -3.53694 -0.98058 -0.114
N 2.49841 -0.62059 0.65003 -0.106
C 3.54193 -0.27581 1.66845 -0.229
C 3.29989 0.17632 3.00395 -0.066
C 4.32685 0.54542 3.87578 -0.106
C 5.64607 0.50884 3.46294 -0.145
C 5.94106 0.11073 2.16867 -0.106
C 4.91645 -0.26574 1.28803 -0.058
H 4.05172 -4.19408 -3.01064 0.078
H 2.40152 -2.44414 -3.61546 0.086
H 1.66414 -0.78818 -1.94820 0.070
H 4.22990 -2.71017 0.96825 0.107
H 4.94519 -4.30769 -0.70689 0.091
H 2.36054 0.28305 3.46193 0.053
H 4.08906 0.87449 4.88329 0.096
H 6.43306 0.80721 4.14519 0.084
H 6.97220 0.10556 1.83776 0.090
H 5.22373 -0.52414 0.28546 0.102
```


Entry from the Open Molecules 2025 dataset: C34H36AuBN8S as an isolated structure in a non-equilibrium geometry (ωB97M-V/def2-TZVPD).

## Properties
gap between HOMO and LUMO (alpha / beta): 3.9 / 3.9 eV
net charge: +2
LUMO (alpha / beta): -9.36 / -9.40 eV
total energy: -62953.44146 eV
relative energy (zero: lowest compared OMol25 entry of this formula, charge and spin): 0.0 kJ/mol

Structure (XYZ):
```
81
Properties=species:S:1:pos:R:3:lowdin_charge:R:1
Au -0.07682 0.12774 -0.29214 1.007
C 0.92006 -2.40508 4.57354 0.006
C 0.02261 -1.82852 3.54385 -0.223
C -1.35664 -1.76198 3.53943 0.075
C -1.71450 -1.12066 2.33539 -0.184
N -0.57976 -0.83023 1.67902 0.049
N 0.45718 -1.25406 2.39789 0.031
B 1.91053 -1.10339 1.92594 -0.485
N 2.02401 -1.86549 0.58821 0.041
N 1.15223 -1.68401 -0.39677 -0.014
C 1.44608 -2.48804 -1.42475 -0.225
C 2.55305 -3.26562 -1.03946 0.071
C 2.89169 -2.84295 0.23503 -0.231
C 3.98871 -3.32818 1.10015 0.004
C 0.73472 -2.40838 -2.68603 -0.184
C 1.30206 -2.95511 -3.84258 -0.006
C 0.72625 -2.73795 -5.07875 -0.049
C -0.44830 -2.00400 -5.18871 -0.062
C -1.05521 -1.50670 -4.04433 -0.082
C -0.47544 -1.71144 -2.80869 -0.096
N 2.16720 0.40643 1.73211 0.042
N 1.34970 1.16799 1.01370 -0.013
C 1.74769 2.44312 1.06103 -0.221
C 2.87363 2.49464 1.90235 0.070
C 3.11077 1.19081 2.30390 -0.232
C 4.18795 0.68750 3.18386 0.004
C 1.09621 3.48042 0.28267 -0.176
C 1.74424 4.69868 0.05131 -0.004
C 1.19254 5.63871 -0.79780 -0.050
C -0.02559 5.39754 -1.41884 -0.063
C -0.70240 4.21416 -1.16392 -0.081
C -0.15160 3.27327 -0.31767 -0.090
C -3.03438 -0.80682 1.83635 -0.157
C -4.18110 -1.14059 2.57727 -0.003
C -5.43952 -0.84209 2.09714 -0.047
C -5.58932 -0.20630 0.87264 -0.051
C -4.46556 0.13220 0.12268 -0.067
C -3.21058 -0.16586 0.60246 -0.054
H 0.33307 -2.80068 5.39746 0.097
H 1.60001 -1.65154 4.96708 0.092
H 1.52080 -3.21387 4.16104 0.092
H -2.01168 -2.12921 4.30147 0.122
H 2.65754 -1.54583 2.71323 0.118
H 3.03334 -4.04391 -1.59521 0.122
H 4.57959 -4.06332 0.56268 0.096
H 3.59529 -3.79739 1.99990 0.094
H 4.63896 -2.50898 1.39855 0.087
H 2.20899 -3.53336 -3.76585 0.117
H 1.19426 -3.13932 -5.96452 0.116
H -0.89964 -1.84521 -6.15626 0.112
H -1.99117 -0.97265 -4.12055 0.109
H -0.98392 -1.35969 -1.91367 0.063
H 3.42705 3.35881 2.20606 0.122
H 4.85323 1.50362 3.44859 0.096
H 4.76818 -0.08449 2.68359 0.087
H 3.77876 0.26833 4.10101 0.093
H 2.69117 4.89559 0.52745 0.117
H 1.71298 6.56626 -0.97929 0.116
H -0.45401 6.13741 -2.07764 0.113
H -1.66792 4.03739 -1.61418 0.110
H -0.70833 2.36554 -0.09090 0.057
H -4.08541 -1.63439 3.53023 0.114
H -6.31200 -1.10443 2.67627 0.119
H -6.57403 0.02619 0.50010 0.114
H -4.59021 0.62595 -0.82963 0.108
H -2.32496 0.09713 0.01979 0.046
S 1.58560 0.95097 -2.20070 0.855
C 1.47087 1.87615 -3.64185 -0.714
N 0.32313 2.21557 -4.21157 0.055
C 0.27541 2.99014 -5.44444 -0.140
C 1.51419 2.67723 -6.27861 -0.138
C 2.75505 2.95274 -5.43793 -0.138
N 2.62560 2.24764 -4.17445 0.034
H -0.54235 1.93864 -3.77704 0.140
H 0.24186 4.05844 -5.20752 0.133
H -0.63456 2.73600 -5.98900 0.135
H 1.52352 3.28888 -7.17995 0.132
H 1.50427 1.62274 -6.56403 0.129
H 2.87576 4.02484 -5.24759 0.136
H 3.65657 2.59688 -5.93971 0.137
H 3.46456 1.96163 -3.69107 0.140
```


What is the total energy in the third record? -62953.44146 eV